(1)
Here is a single C2H5NS2 molecule in a non-equilibrium geometry from OMol25. Energies are from ωB97M-V/def2-TZVPD.

Structure (XYZ):
```
10
Properties=species:S:1:pos:R:3:forces:R:3
C 0.314 0.213 0.131 0.4910 0.2010 -0.0513
C -0.579 1.103 0.965 1.0925 -0.8552 1.2848
N 0.322 -2.094 -1.031 -0.3336 -2.0431 -2.1331
S 1.189 0.863 -1.342 -0.0626 0.3991 0.2384
S -0.286 -0.682 -1.248 0.1540 -1.0977 -0.1154
H 1.006 -0.344 0.783 -0.4923 -0.3569 -0.7544
H -1.460 0.545 1.359 0.4652 0.4266 -0.4564
H -0.859 2.024 0.434 0.1986 -0.2153 0.6573
H 0.155 1.150 1.849 -1.6141 1.2936 -0.8490
H 0.197 -2.778 -1.900 0.1015 2.2478 2.1792
```
Forces are in eV/Å.

Summary:
HOMO level ... -8.82 eV
Relative energy (zero: lowest compared OMol25 entry of this formula, charge and spin) ... 57.26 kcal/mol
Gap between HOMO and LUMO ... 9.1 eV
2S+1 ... 1
E ... -25313.343 eV

natural (NBO) atomic charge list, values in e, 8 entries:
1. C -0.508
2. C -0.639
3. N -1.080
4. S -0.093
5. S 0.997
6. H 0.253
7. H 0.227
8. H 0.236

***

(2)
Here is 2 unconnected molecules or ions with the total composition C5H15FN3P in a non-equilibrium geometry from OMol25. Energies are from ωB97M-V/def2-TZVPD.

Structure (XYZ):
```
25
Properties=species:S:1:pos:R:3:forces:R:3
C -2.499 2.154 -0.263 -0.0046 -2.1218 -0.0771
C -1.794 -1.572 -0.836 -0.7874 -0.9246 1.8847
C 0.466 -2.055 0.023 1.4303 -2.0407 0.8545
C 2.028 1.819 -0.452 -1.5059 -0.0943 -0.9320
C 1.940 0.506 1.639 -3.3072 0.3469 -0.0052
N -1.136 1.635 -0.147 -0.0906 -0.3604 0.5473
N -0.478 -1.140 -0.490 0.4181 2.2366 0.6776
N 1.303 0.730 0.235 1.3525 -0.5749 2.0854
F -1.193 -0.730 2.379 0.9516 0.8576 -1.5640
P -0.293 0.405 0.098 -0.9265 0.1765 0.4683
H -2.943 2.481 0.686 0.4832 -0.3994 0.0683
H -3.146 1.303 -0.672 0.4190 1.7779 0.1877
H -2.403 3.051 -0.849 -0.4663 0.0896 -0.7412
H -2.294 -0.680 -1.140 -0.9827 0.2092 -0.3360
H -1.734 -2.294 -1.612 0.1394 -0.4124 -1.1021
H -2.320 -2.122 0.008 0.4983 1.0842 -0.6185
H 0.369 -2.369 1.079 0.0006 1.3229 0.1053
H 0.326 -3.046 -0.361 -0.2384 -0.4132 -1.2968
H 1.476 -1.734 -0.256 -0.1748 -0.1639 0.4046
H 1.474 2.007 -1.373 0.2393 0.0443 -0.1728
H 2.114 2.813 0.025 -0.1846 -0.7553 0.4919
H 2.995 1.423 -0.708 0.4893 0.0547 -0.0188
H 1.143 0.083 2.352 1.2380 -0.9415 -1.3344
H 2.934 0.007 1.565 -0.9030 0.7790 0.3487
H 1.735 1.502 2.057 1.9125 0.2229 0.0747
```
Forces are in eV/Å.

Summary:
HOMO level (alpha / beta) ... -9.06 / -9.06 eV
Relative energy (zero: lowest compared OMol25 entry of this formula, charge and spin) ... 63.98 kcal/mol
Gap between HOMO and LUMO (alpha / beta) ... 9.3 / 9.3 eV
2S+1 ... 1
E ... -21901.470 eV

natural (NBO) atomic charge list, values in e, 8 entries:
1. C -0.400
2. C -0.399
3. C -0.446
4. C -0.392
5. C -0.473
6. N -1.006
7. N -0.728
8. N -0.827

***

(3)
Here is 2 unconnected molecules or ions with the total composition C3H10NO in a non-equilibrium geometry from OMol25. Energies are from ωB97M-V/def2-TZVPD.

Structure (XYZ):
```
15
Properties=species:S:1:pos:R:3:forces:R:3
C -0.726 1.199 -0.492 1.8237 1.6584 1.1691
C -0.984 -1.212 -0.289 -1.4320 -2.7732 2.4012
C 1.144 -0.093 0.518 2.9698 2.0369 3.2222
N -0.312 -0.063 0.264 0.4590 1.6873 1.7516
O 1.858 -0.047 -0.686 -3.1188 -0.0915 1.3896
H -1.821 1.322 -0.521 0.6290 -0.2274 0.1658
H -0.169 2.080 0.060 -1.4307 -1.6858 -1.1544
H -0.281 1.106 -1.482 -0.2689 0.0477 0.0011
H -0.731 -1.663 -1.214 0.7080 0.5052 -1.0491
H -0.975 -2.067 0.483 0.2063 1.2639 -1.0686
H -1.976 -0.811 -0.243 -1.0176 -0.6853 -0.7365
H 1.446 1.234 1.494 -0.9573 -3.1122 -2.6700
H 1.500 -0.863 1.355 -1.1479 1.1607 -2.3336
H -0.741 -0.019 1.237 0.8323 0.3636 -1.3383
H 2.769 -0.102 -0.485 1.7451 -0.1483 0.2500
```
Forces are in eV/Å.

Summary:
Total charge ... +1
HOMO level ... -14.78 eV
Relative energy (zero: lowest compared OMol25 entry of this formula, charge and spin) ... 84.04 kcal/mol
Gap between HOMO and LUMO ... 10.9 eV
2S+1 ... 1
E ... -6800.666 eV

natural (NBO) atomic charge list, values in e, 8 entries:
1. C -0.423
2. C -0.427
3. C 0.142
4. N -0.406
5. O -0.691
6. H 0.247
7. H 0.255
8. H 0.250

***

(4)
Here is a single H3N2P molecule in a non-equilibrium geometry from OMol25. Energies are from ωB97M-V/def2-TZVPD.

Structure (XYZ):
```
6
Properties=species:S:1:pos:R:3:forces:R:3
N -0.470 0.994 0.781 -2.9255 1.0242 0.4114
P 0.712 -0.002 0.458 0.1909 -3.8392 0.6971
N -0.721 0.378 -0.476 -1.8776 -1.0146 0.0750
H 1.509 0.525 -0.404 2.6962 0.9328 -2.0529
H 0.419 -1.414 0.059 0.5941 0.8533 0.6416
H -1.448 -0.480 -0.419 1.3220 2.0435 0.2277
```
Forces are in eV/Å.

Summary:
HOMO level ... -8.73 eV
Relative energy (zero: lowest compared OMol25 entry of this formula, charge and spin) ... 113.02 kcal/mol
Structure (SMILES) ... N1=[PH2]N1
Gap between HOMO and LUMO ... 8.1 eV
2S+1 ... 1
E ... -12312.559 eV

Table of natural (NBO) atomic charges, one value per atom, all in e:
1. N -0.645
2. P 0.967
3. N -0.545
4. H -0.043
5. H -0.047
6. H 0.313